## A
This record from OMol25 describes a cluster of 2 separate species, C3H9N4S in total. The level of theory is wB97M-V/def2-TZVPD.

Its LUMO energy is -2.93 eV. As for the charge: +1.

Element x y z (Å)
C1 0.528 2.010 0.757
C2 -0.425 0.178 0.081
C3 -0.072 2.019 -1.653
N1 0.678 1.200 1.788
N2 -0.003 1.429 -0.315
N3 -1.096 -0.739 -0.613
N4 0.014 0.080 1.362
S1 0.407 -3.705 0.923
H1 1.001 2.869 0.620
H2 0.824 1.712 -2.163
H3 -0.978 1.574 -2.078
H4 -0.088 3.148 -1.475
H5 -1.176 -0.646 -1.575
H6 -1.110 -1.619 -0.204
H7 -0.071 -0.694 1.965
H8 1.498 -3.690 1.692
H9 0.066 -5.124 0.890

Need the natural (NBO) charges? In units of e they are:
1 C 0.202
2 C 0.595
3 C -0.407
4 N -0.188
5 N -0.331
6 N -0.747
7 N -0.351
8 S -0.395
9 H 0.216
10 H 0.236
11 H 0.224
12 H 0.254
13 H 0.421
14 H 0.430
15 H 0.441
16 H 0.176
17 H 0.225

=====

## B
This record from OMol25 describes a cluster of 2 separate species, C3H9N4S in total. The level of theory is wB97M-V/def2-TZVPD.

Its LUMO energy (alpha / beta) is -4.87 / -4.75 eV. As for the charge: +1.

Element x y z (Å)
C1 0.867 -0.643 0.626
C2 -1.254 -0.646 -1.422
C3 1.884 1.432 -0.916
N1 -2.347 1.022 1.463
N2 -1.975 0.349 0.579
N3 -1.138 -0.165 -0.065
N4 0.706 -1.555 1.538
S1 2.303 0.222 0.411
H1 -0.554 -1.413 -1.495
H2 -2.317 -0.711 -1.590
H3 -0.868 0.209 -2.078
H4 0.994 1.898 -0.481
H5 1.597 0.862 -1.745
H6 2.785 2.061 -1.145
H7 -2.006 0.954 2.430
H8 -0.203 -2.070 1.658
H9 1.525 -1.805 2.232

Need the natural (NBO) charges? In units of e they are:
1 C 0.000
2 C -0.420
3 C -0.697
4 N -0.382
5 N 0.275
6 N -0.061
7 N -0.757
8 S 0.364
9 H 0.238
10 H 0.247
11 H 0.225
12 H 0.234
13 H 0.224
14 H 0.273
15 H 0.393
16 H 0.429
17 H 0.416

=====

How far above the most stable structure does each one sit? In hartree: A 0.0000; B 0.2028.